Entry 1
81
Properties=species:S:1:pos:R:3:mulliken_charge:R:1 method="wB97M-V/def2-TZVPD" charge=0 smiles=COC[C@H](C)N.COC[C@H](C)N.COC[C@H](C)N.CO.CO.CO.CO.CO
C 6.721 -16.405 7.253 -1.38
O 11.800 -14.108 0.818 -0.60
H 13.486 -16.050 2.951 0.29
C 3.192 -13.706 1.992 -0.79
H 12.211 -16.061 5.400 0.29
H 13.242 -17.516 8.481 0.32
O 4.273 -14.475 1.495 -0.31
H 9.970 -14.912 1.252 0.15
O 9.056 -18.942 8.708 -0.33
H 11.237 -16.039 1.067 0.26
H 9.104 -12.652 5.274 0.33
C 10.047 -18.110 4.176 -0.53
H 6.725 -14.267 0.890 0.30
H 5.207 -14.879 3.314 0.04
H 11.270 -14.996 2.573 0.00
H 9.864 -17.036 4.132 0.26
H 13.903 -17.458 2.415 0.24
H 2.726 -13.145 1.182 0.27
O 11.223 -22.839 5.654 -0.58
H 5.850 -16.556 0.934 0.35
H 15.858 -17.758 3.703 0.46
N 13.299 -17.031 3.101 -0.66
H 13.588 -18.612 7.160 0.30
H 6.110 -17.912 2.857 0.56
H 5.855 -16.737 7.825 0.46
C 11.016 -15.071 1.516 -0.10
H 11.537 -14.104 -0.105 0.30
H 9.267 -15.384 7.289 0.26
H 6.958 -16.605 3.806 -0.16
O 10.131 -18.862 0.534 -0.56
H 9.516 -20.948 8.173 0.12
H 9.761 -21.422 5.540 0.23
H 6.734 -15.316 7.234 0.38
H 8.046 -16.765 8.844 0.24
H 8.396 -14.714 5.152 -0.06
N 9.193 -16.378 7.123 -0.33
C 6.752 -17.032 2.824 -0.52
H 3.455 -12.960 2.742 0.30
C 13.288 -16.217 5.464 -0.75
H 6.512 -16.717 6.229 0.09
C 7.913 -13.881 4.641 -0.06
O 11.049 -18.530 3.278 -0.52
C 6.138 -16.055 1.859 0.44
H 7.655 -17.496 2.428 -0.23
H 8.768 -20.370 0.095 0.35
H 11.036 -21.132 4.400 0.19
H 8.996 -19.985 1.885 0.14
C 8.036 -16.978 7.775 0.33
H 4.139 -16.149 2.749 0.46
H 10.629 -23.173 6.330 0.32
C 15.373 -17.082 4.407 -1.61
H 10.622 -18.848 1.358 0.44
H 9.087 -18.603 4.024 0.41
H 9.678 -20.539 9.884 0.33
H 8.388 -13.682 3.680 0.30
O 8.144 -12.656 5.290 -0.61
N 7.057 -15.022 1.473 -0.53
C 13.912 -17.188 4.450 0.61
O 13.597 -16.496 6.858 -0.41
C 8.954 -19.616 0.860 -0.42
H 15.748 -17.333 5.399 0.39
H 11.764 -17.890 3.309 0.30
H 8.275 -18.836 6.723 0.18
C 4.869 -15.408 2.423 -0.49
H 7.156 -18.918 8.074 0.54
H 12.013 -17.816 7.275 0.08
H 13.655 -15.216 5.239 0.42
C 8.111 -18.505 7.748 -0.63
H 2.348 -14.295 2.350 0.32
H 11.391 -20.826 6.056 0.19
C 9.094 -20.353 8.983 -0.71
H 8.065 -18.986 0.900 0.11
H 10.332 -18.403 5.186 0.03
H 6.847 -14.105 4.616 0.06
H 8.233 -20.841 9.440 0.36
C 13.085 -17.678 7.414 -0.53
H 15.749 -16.110 4.085 0.35
H 13.547 -18.185 4.697 0.18
H 7.392 -14.492 2.265 -0.03
H 9.907 -16.857 7.653 0.18
C 10.839 -21.505 5.405 -0.35

Entry 2
81
Properties=species:S:1:pos:R:3:mulliken_charge:R:1 method="wB97M-V/def2-TZVPD" charge=0 smiles=COC[C@H](C)N.COC[C@H](C)N.COC[C@H](C)N.CO.CO.CO.CO.CO
H 5.612 1.637 0.553 0.30
H 0.720 5.671 2.106 0.25
H 4.839 0.044 4.050 0.30
H -1.219 -4.814 0.418 0.60
H 1.378 6.489 0.954 0.26
H -3.347 4.438 -1.037 0.29
H -1.871 5.160 1.024 0.36
O -3.193 -0.496 -1.468 -0.37
O 1.100 -0.827 0.627 0.11
C -3.646 -1.294 -3.774 0.59
H -0.140 0.830 0.545 0.05
H -2.301 1.186 4.177 0.33
C 3.056 -0.726 3.807 -0.51
C 1.168 3.950 -0.029 -1.00
H -2.621 -1.083 -4.097 0.31
H 2.352 0.257 -1.924 -0.07
H 3.507 -1.707 3.648 0.34
H 0.789 3.150 -0.680 0.15
O -1.741 3.415 -0.129 -0.08
C 0.676 0.403 1.147 -0.11
H -2.271 -1.661 1.253 0.22
H -4.715 -1.715 -1.966 0.33
H -4.228 -2.275 -5.473 0.27
H 3.828 -0.662 -2.039 0.16
H -1.765 4.619 -1.866 0.31
H 2.084 -4.836 2.311 0.40
C -2.145 -2.646 0.802 -0.94
C 5.300 1.009 -0.291 -0.35
H 2.721 -0.467 2.788 0.10
H 2.085 -0.844 4.286 0.25
H -0.658 1.641 3.683 0.08
H -1.694 0.857 -1.228 -0.45
H 4.364 0.558 0.046 -0.10
N 2.018 -3.763 -0.116 -0.47
C -2.395 3.959 -1.269 -0.51
H 0.353 -1.467 0.557 0.21
H 2.032 4.283 -0.608 0.43
O -0.773 1.279 5.650 -0.55
H -2.495 -3.383 1.529 0.42
C -1.236 0.991 4.340 -0.31
C 2.861 -0.504 -2.527 -0.26
C 0.960 -4.601 0.465 0.23
H 6.034 0.206 -0.414 0.36
H 0.463 -5.334 2.517 0.40
N -4.182 -2.465 -4.474 -0.75
H -0.512 -4.220 -1.060 0.30
H -2.751 -2.633 -0.109 0.21
H -0.879 3.762 1.628 0.12
H -4.487 0.158 -5.166 0.42
H 1.443 1.172 1.078 0.10
H -3.122 -2.472 -2.062 0.10
C -3.683 -1.549 -2.276 -0.55
O -0.791 -2.839 0.476 -0.14
H 1.892 -1.865 -1.545 0.26
C -1.168 4.365 0.763 -0.69
H -5.591 -0.272 -3.895 0.35
H 0.286 0.367 2.164 -0.02
H 1.406 3.464 0.918 0.16
H -1.077 -0.763 -1.480 0.12
H 1.117 -5.645 0.191 0.41
C 0.119 5.010 0.205 0.48
C -1.890 -0.081 -1.757 0.14
O 3.934 0.261 4.274 -0.53
H 2.886 -4.186 0.189 0.28
C 1.067 -4.567 2.012 -1.33
H -4.281 0.752 -3.460 0.21
O 5.106 1.702 -1.507 -0.48
H -1.694 0.220 -2.793 0.33
H -0.119 5.557 -0.707 0.31
H -1.035 -0.052 4.068 0.13
H 1.950 -2.856 0.325 0.13
H 0.810 -3.610 2.464 0.21
H -3.490 -3.216 -4.445 0.26
O 2.093 -1.701 -2.473 -0.58
H 3.015 -0.176 -3.549 0.36
N 0.494 6.034 1.180 -0.77
H -2.537 3.064 -1.878 -0.02
H 5.976 1.947 -1.833 0.28
C -4.532 -0.093 -4.104 -1.35
H -1.183 0.652 6.255 0.30
C -0.434 -4.154 0.031 -1.08

So which one is most stable? That would be entry 2, about 0.0257 hartree below the next structure.

Entry 1
15
Properties=species:S:1:pos:R:3:mulliken_charge:R:1 method="wB97M-V/def2-TZVPD" charge=0 smiles=C1CC1N1CC1
H 1.943 1.042 -1.427 0.22
C 1.876 -0.721 -0.046 -0.41
H 1.330 1.390 0.268 0.30
H -0.409 -1.141 1.108 0.30
C -0.541 -0.461 0.267 0.08
H -1.055 1.672 -0.036 0.31
H 1.900 -0.893 1.030 0.25
H 2.544 -1.357 -0.623 0.24
H -2.024 -0.195 -1.344 0.25
C -1.931 -0.347 -0.274 -0.57
C -1.339 0.785 0.524 -0.66
H -2.713 -0.955 0.173 0.24
C 1.535 0.645 -0.500 -0.43
N 0.582 -0.447 -0.649 -0.37
H -1.697 0.982 1.530 0.24

Entry 2
15
Properties=species:S:1:pos:R:3:mulliken_charge:R:1 method="wB97M-V/def2-TZVPD" charge=0 smiles="C=C/C=C(/C)N"
H -0.121 -1.573 -3.320 0.27
H -0.712 -0.070 2.593 0.25
H 0.656 -1.600 0.234 0.17
C 0.288 -0.467 -1.492 -0.32
C 0.139 0.540 0.705 0.63
H 0.677 0.309 -2.053 0.47
N -0.564 1.645 0.127 -0.48
H 1.120 -0.219 2.395 0.32
H 0.374 1.399 2.674 0.39
H -0.543 -2.434 -1.650 0.24
C 0.243 0.416 2.155 -1.29
C -0.205 -1.543 -2.231 -0.86
H -0.978 2.176 0.919 0.21
C 0.359 -0.490 -0.090 -0.23
H -0.734 1.910 -0.965 0.23

Entry 3
15
Properties=species:S:1:pos:R:3:mulliken_charge:R:1 method="wB97M-V/def2-TZVPD" charge=0
C -1.327 -1.522 0.480 -0.50
H -2.169 -1.985 -0.022 0.26
H 2.019 0.571 1.671 0.24
H 1.124 1.077 -1.235 0.37
H -0.882 -1.953 1.371 0.26
C 1.569 0.234 0.742 -0.47
C -0.956 -0.164 -1.432 -0.83
H 1.117 2.344 0.074 0.23
H 2.018 -0.651 0.302 0.26
C 0.085 0.440 0.617 -0.17
H -0.427 0.831 1.494 0.39
H -1.402 -0.918 -2.065 0.30
N -0.764 -0.485 -0.140 0.13
C 1.038 1.292 -0.175 -0.79
H -1.043 0.890 -1.682 0.32

So which one is most stable? That would be entry 1, about 0.0062 hartree below the next structure.

Entry 1
25
Properties=species:S:1:pos:R:3:mulliken_charge:R:1 method="wB97M-V/def2-TZVPD" charge=0 smiles="CC(C)=CO.CC(C)O"
C 0.052 -1.014 1.520 0.58
H 1.322 -1.328 -0.764 0.40
H -1.649 0.780 -2.117 0.29
C 0.394 1.238 -1.655 0.56
H -1.924 -0.646 0.755 0.25
H 1.407 -0.487 -2.526 0.28
H -1.566 -2.349 1.022 0.38
C 0.190 1.608 -0.239 -1.15
H 2.100 -1.299 1.953 0.30
H 0.654 -0.215 3.426 0.35
C 1.289 -1.504 1.251 -0.27
H 0.678 0.851 0.442 0.24
H -0.614 0.946 -3.541 0.37
H 0.587 2.592 -0.008 0.46
H -0.917 -1.028 3.441 0.35
O 0.867 -0.371 -1.737 -0.57
H 1.267 1.726 -2.098 0.39
C -0.255 -0.390 2.850 -1.32
O 1.689 -2.003 0.094 -0.60
H -0.770 0.567 2.719 0.28
H -0.847 1.522 0.078 0.21
H -1.124 2.386 -2.636 0.36
H -0.872 -1.522 -0.366 0.25
C -1.138 -1.400 0.683 -1.09
C -0.821 1.340 -2.547 -1.29

Entry 2
25
Properties=species:S:1:pos:R:3:mulliken_charge:R:1 method="wB97M-V/def2-TZVPD" charge=0
H -1.129 2.159 -1.106 0.42
C -1.971 -0.339 -0.485 -1.51
H -1.000 1.545 0.978 0.60
H 1.718 0.843 0.812 0.24
H -1.131 -1.741 2.055 0.39
C 1.236 -0.458 -0.832 0.52
O 2.141 -0.423 0.061 -0.75
H -1.822 -0.141 -1.554 0.32
C 1.186 -1.683 -1.726 -1.46
C -0.621 -0.843 1.684 -1.27
H -2.739 -1.121 -0.424 0.40
C 1.170 1.858 1.087 -0.77
C -0.672 -0.756 0.174 0.20
H 1.302 -2.595 -1.138 0.41
C -0.098 1.795 0.444 -0.24
H 0.997 0.466 -1.380 0.27
H 0.267 -1.729 -2.313 0.34
H 0.422 -0.911 2.010 0.31
H 1.092 1.887 2.171 0.32
H 2.031 -1.621 -2.418 0.38
H -2.429 0.551 -0.035 0.30
H -0.435 -1.747 -0.194 0.46
H -1.083 0.006 2.197 0.25
H 1.821 2.633 0.682 0.34
O -0.252 2.364 -0.750 -0.48

So which one is most stable? That would be entry 1, about 0.1035 hartree below the next structure.

Entry 1
10
Properties=species:S:1:pos:R:3:mulliken_charge:R:1 method="wB97M-V/def2-TZVPD" charge=0 smiles="NC(=O)NC=O"
H -0.219 0.081 -1.428 0.23
C 0.519 0.041 0.544 0.57
H 2.540 0.089 0.708 0.26
N 1.789 0.134 0.038 -0.42
H -2.005 -0.153 0.916 0.34
H 1.996 -0.224 -0.882 0.21
O 0.245 0.074 1.726 -0.57
C -1.812 -0.067 -0.163 0.06
N -0.459 -0.051 -0.454 -0.15
O -2.663 0.001 -1.017 -0.53

Entry 2
10
Properties=species:S:1:pos:R:3:mulliken_charge:R:1 method="wB97M-V/def2-TZVPD" charge=0
H -0.878 -1.849 1.137 0.37
H 1.233 -0.128 -1.773 0.24
O 1.198 1.035 0.714 -0.46
C -0.501 -1.023 0.558 0.13
H -0.190 2.214 1.587 0.36
N -0.047 -1.145 -0.619 -0.35
N 0.201 -0.125 -1.479 -0.49
O -0.835 0.196 1.130 -0.31
C 0.062 1.248 1.098 0.23
H -0.243 -0.423 -2.354 0.28

Entry 3
10
Properties=species:S:1:pos:R:3:mulliken_charge:R:1 method="wB97M-V/def2-TZVPD" charge=0 smiles="O=[NH+][O-].C=C=N"
O 1.358 0.428 -0.517 -0.46
H 1.676 0.073 -2.359 0.27
N 1.359 0.757 -1.694 0.60
H -2.154 1.154 0.250 0.28
H -0.480 -1.752 2.485 0.24
N -1.927 0.211 0.236 -0.45
H 0.680 -1.124 1.198 0.31
C -1.149 -0.392 0.957 0.57
C -0.274 -1.098 1.610 -0.91
O 0.910 1.743 -2.167 -0.44

So which one is most stable? That would be entry 1, about 0.1201 hartree below the next structure.

Entry 1
10
Properties=species:S:1:pos:R:3:mulliken_charge:R:1 method="wB97M-V/def2-TZVPD" charge=0 smiles="NC(=O)NC=O"
H 1.935 0.602 -0.916 0.20
H 2.535 -0.528 0.227 0.24
O 0.381 -0.988 1.353 -0.58
C -1.792 0.000 0.027 0.10
O -2.444 -0.495 -0.853 -0.48
N 1.800 0.096 -0.056 -0.39
H -0.319 0.835 -1.101 0.25
C 0.564 -0.195 0.451 0.58
N -0.483 0.500 -0.166 -0.25
H -2.178 0.172 1.034 0.33

Entry 2
10
Properties=species:S:1:pos:R:3:mulliken_charge:R:1 method="wB97M-V/def2-TZVPD" charge=0
H -1.994 -0.647 -2.082 0.24
C 0.397 0.750 1.107 -0.36
H -0.267 -0.750 -2.102 0.23
H 2.086 1.320 2.048 0.27
O 0.166 -0.213 0.159 -0.22
N 1.687 0.652 1.408 -0.12
C -1.142 -0.288 -0.302 0.66
N -1.128 -0.756 -1.579 -0.41
H 2.324 -0.030 1.008 0.21
O -2.129 -0.038 0.335 -0.50

Entry 3
10
Properties=species:S:1:pos:R:3:mulliken_charge:R:1 method="wB97M-V/def2-TZVPD" charge=0 smiles="O=[NH+][O-].CC#N"
O 0.634 -0.481 1.226 -0.44
C -0.899 -0.832 -0.704 0.50
H 2.464 0.185 1.248 0.29
N -0.982 -1.975 -0.833 -0.53
H -0.036 0.830 -1.705 0.25
N 1.561 0.058 1.814 0.52
H -1.649 0.162 -2.119 0.27
C -1.086 0.501 -1.301 -0.70
O 1.721 0.419 2.986 -0.42
H -1.728 1.133 -0.613 0.27

Entry 4
10
Properties=species:S:1:pos:R:3:mulliken_charge:R:1 method="wB97M-V/def2-TZVPD" charge=0 smiles="NN(C=O)C=O"
H 0.093 -1.439 -1.095 0.31
N -0.170 0.268 -0.157 0.10
O -0.574 0.552 2.274 -0.33
C 1.278 0.220 0.003 0.09
H -0.852 -0.125 -1.920 0.23
C -0.923 0.412 1.185 0.03
N -0.756 -0.629 -1.164 -0.51
H 2.106 -0.256 -0.860 0.25
H -1.982 0.217 0.774 0.28
O 1.779 0.781 0.960 -0.44

So which one is most stable? That would be entry 1, about 0.0494 hartree below the next structure.